Formula: C75H163N9O11
Source: the Open Molecules 2025 dataset
Level of theory: wB97M-V/def2-TZVPD

Each line ends with the Mulliken charge.
Positions of all 258 atoms, in Å:
C  -8.421  -1.492  0.614  -1.54
C  -8.829  -0.285  -0.269  1.43
C  -10.132  0.468  0.308  -1.43
C  -9.822  1.264  1.545  -0.60
C  -8.803  2.297  1.198  -1.57
C  -7.495  1.725  0.602  2.49
N  -7.803  0.734  -0.514  0.55
O  -6.669  0.106  -1.034  -0.50
C  -6.705  2.908  -0.015  -1.86
C  -6.719  1.106  1.792  -2.35
C  -9.414  -0.855  -1.605  -1.89
H  -9.254  -2.136  0.897  0.37
H  -8.038  -1.225  1.599  0.27
H  -7.672  -2.072  0.075  0.37
H  -10.427  1.112  -0.520  0.48
H  -11.030  -0.138  0.432  0.48
H  -9.403  0.608  2.309  0.32
H  -10.746  1.685  1.942  0.41
H  -8.574  2.924  2.059  0.41
H  -9.260  2.909  0.421  0.41
H  -5.647  2.712  -0.188  0.07
H  -7.176  3.158  -0.966  0.32
H  -6.802  3.790  0.618  0.49
H  -5.823  0.585  1.456  0.61
H  -6.268  1.883  2.410  0.55
H  -7.242  0.423  2.462  0.24
H  -9.512  0.002  -2.270  0.44
H  -10.456  -1.175  -1.615  0.33
H  -8.745  -1.526  -2.143  0.37
H  -6.648  0.514  -1.903  0.13
C  1.740  4.306  0.718  -1.23
C  1.031  5.331  1.605  2.09
C  1.988  6.612  1.853  -1.17
C  1.913  7.642  0.720  -0.55
C  0.509  8.150  0.715  -1.31
C  -0.416  6.959  0.243  1.73
N  -0.294  5.800  1.126  -0.09
O  -1.160  4.740  0.907  -0.12
C  -1.892  7.492  0.479  -1.98
C  -0.397  6.599  -1.282  -1.40
C  0.837  4.580  2.961  -2.29
H  1.170  3.389  0.573  -0.19
H  2.737  4.120  1.118  0.43
H  1.841  4.737  -0.279  0.27
H  1.735  7.121  2.783  0.34
H  3.036  6.315  1.896  0.41
H  2.161  7.205  -0.247  0.29
H  2.585  8.489  0.855  0.41
H  0.372  9.106  0.209  0.42
H  0.136  8.396  1.709  0.43
H  -2.136  7.607  1.535  0.42
H  -2.048  8.459  0.002  0.44
H  -2.629  6.820  0.039  0.32
H  0.588  6.246  -1.590  0.24
H  -1.104  5.799  -1.503  0.18
H  -0.726  7.452  -1.874  0.47
H  1.718  4.179  3.462  0.46
H  0.162  3.724  2.974  0.22
H  0.389  5.249  3.696  0.50
H  -0.855  4.406  0.060  0.46
C  -4.415  0.558  -3.981  -1.50
C  -4.543  1.927  -4.676  1.62
C  -4.101  1.764  -6.135  -1.10
C  -5.165  1.147  -7.053  -0.67
C  -6.491  1.889  -6.904  -1.52
C  -6.997  1.963  -5.459  1.91
N  -5.888  2.518  -4.596  -0.24
O  -6.308  2.811  -3.318  0.10
C  -8.203  2.956  -5.462  -2.02
C  -7.568  0.586  -4.987  -1.31
C  -3.551  2.963  -4.040  -1.07
H  -3.444  0.089  -4.141  0.17
H  -5.116  -0.161  -4.406  0.45
H  -4.547  0.599  -2.900  0.07
H  -3.895  2.708  -6.640  0.48
H  -3.177  1.194  -6.223  0.23
H  -5.269  0.131  -6.674  0.26
H  -4.950  1.223  -8.118  0.44
H  -7.212  1.423  -7.575  0.44
H  -6.293  2.868  -7.342  0.46
H  -8.938  2.772  -6.245  0.47
H  -8.840  2.829  -4.586  0.38
H  -7.911  4.005  -5.522  0.43
H  -7.504  0.476  -3.904  -0.07
H  -8.624  0.588  -5.258  0.55
H  -7.230  -0.352  -5.428  0.33
H  -3.233  3.835  -4.611  0.39
H  -2.649  2.353  -3.984  -0.26
H  -3.902  3.245  -3.048  0.47
H  -6.496  3.745  -3.437  0.32
C  7.852  0.447  5.973  -1.86
C  7.067  -0.470  5.020  1.71
C  5.873  0.327  4.484  -0.43
C  6.315  1.398  3.390  -0.94
C  7.102  0.664  2.301  -0.75
C  8.198  -0.223  2.771  2.36
N  7.812  -1.077  3.934  0.61
O  8.805  -1.877  4.363  -0.54
C  8.418  -1.193  1.643  -2.76
C  9.417  0.669  2.985  -1.85
C  6.467  -1.601  5.857  -2.00
H  8.745  -0.101  6.272  0.40
H  7.335  0.636  6.914  0.43
H  8.166  1.402  5.550  0.28
H  5.137  -0.372  4.089  -0.50
H  5.332  0.849  5.273  0.50
H  6.830  2.276  3.780  0.45
H  5.398  1.792  2.950  0.34
H  7.462  1.380  1.563  0.50
H  6.418  -0.020  1.798  -0.10
H  9.265  -1.863  1.796  0.46
H  7.620  -1.935  1.622  0.59
H  8.478  -0.808  0.625  0.38
H  9.121  1.460  3.675  0.33
H  10.223  0.088  3.434  0.38
H  9.844  1.027  2.048  0.44
H  5.867  -2.230  5.200  0.45
H  5.764  -1.233  6.605  0.38
H  7.227  -2.215  6.339  0.43
H  8.521  -2.769  4.147  0.35
C  3.024  -0.845  -3.743  -2.16
C  1.467  -1.068  -3.829  2.57
C  0.780  0.003  -4.721  -0.86
C  1.070  -0.136  -6.221  -1.00
C  0.651  -1.517  -6.746  -1.18
C  1.199  -2.671  -5.924  1.67
N  1.122  -2.381  -4.494  0.33
O  1.534  -3.481  -3.775  -0.56
C  0.331  -3.865  -6.324  -2.03
C  2.628  -2.914  -6.405  -1.69
C  0.882  -0.950  -2.378  -2.18
H  3.607  -1.699  -3.398  0.35
H  3.388  -0.021  -3.130  0.53
H  3.490  -0.677  -4.714  0.26
H  -0.266  -0.195  -4.484  0.04
H  1.060  0.973  -4.310  0.34
H  2.139  0.052  -6.315  0.36
H  0.645  0.727  -6.733  0.44
H  1.050  -1.435  -7.757  0.40
H  -0.427  -1.635  -6.862  0.43
H  0.310  -3.892  -7.414  0.42
H  0.676  -4.866  -6.065  0.30
H  -0.708  -3.843  -5.996  0.44
H  2.666  -2.901  -7.494  0.46
H  3.330  -2.160  -6.049  0.26
H  3.090  -3.785  -5.939  0.42
H  0.870  0.010  -1.862  -0.04
H  1.543  -1.521  -1.726  0.31
H  -0.092  -1.438  -2.348  0.67
H  2.433  -3.604  -4.088  0.40
C  6.013  -5.442  -1.792  -2.42
C  6.537  -4.079  -2.150  2.38
C  8.055  -4.143  -1.832  -1.29
C  8.957  -3.031  -2.384  -0.40
C  8.649  -2.917  -3.889  -1.49
C  7.152  -2.853  -4.311  1.35
N  6.390  -3.816  -3.611  -0.19
O  5.023  -3.971  -4.071  0.10
C  6.519  -1.475  -4.153  -1.09
C  7.098  -3.222  -5.850  -1.67
C  5.896  -3.045  -1.246  -1.67
H  6.449  -6.269  -2.352  0.52
H  4.932  -5.552  -1.878  0.36
H  6.347  -5.606  -0.767  0.48
H  8.104  -4.008  -0.752  0.39
H  8.494  -5.135  -1.937  0.44
H  10.032  -3.202  -2.320  0.51
H  8.815  -2.026  -1.985  0.00
H  9.193  -3.676  -4.452  0.36
H  9.049  -1.955  -4.210  0.50
H  7.249  -0.809  -4.612  0.56
H  5.609  -1.528  -4.749  0.00
H  6.289  -1.123  -3.147  0.21
H  7.473  -4.211  -6.113  0.45
H  6.092  -3.157  -6.264  0.19
H  7.591  -2.418  -6.395  0.42
H  5.628  -3.454  -0.272  0.63
H  4.898  -2.826  -1.628  0.02
H  6.486  -2.134  -1.148  0.19
H  4.947  -4.909  -4.259  0.28
C  -1.821  -6.588  5.287  -2.14
C  -1.782  -5.465  4.302  2.18
C  -2.843  -5.873  3.153  -1.44
C  -3.266  -4.753  2.268  -0.41
C  -3.821  -3.620  3.113  -1.63
C  -2.810  -3.116  4.176  1.68
N  -2.285  -4.237  5.028  0.15
O  -1.513  -3.823  6.095  -0.53
C  -1.717  -2.301  3.475  -0.44
C  -3.633  -2.140  5.055  -1.68
C  -0.368  -5.328  3.752  -1.92
H  -2.742  -6.658  5.866  0.46
H  -1.046  -6.434  6.037  0.43
H  -1.620  -7.568  4.855  0.40
H  -2.404  -6.654  2.532  0.41
H  -3.723  -6.348  3.587  0.44
H  -4.037  -5.154  1.611  0.40
H  -2.530  -4.234  1.653  0.21
H  -4.740  -3.948  3.598  0.44
H  -4.135  -2.789  2.482  0.42
H  -1.061  -2.956  2.901  0.34
H  -2.095  -1.663  2.676  0.15
H  -1.264  -1.568  4.143  -0.34
H  -2.994  -1.694  5.818  0.14
H  -4.089  -1.285  4.555  0.14
H  -4.383  -2.687  5.626  0.56
H  0.119  -6.297  3.645  0.53
H  0.269  -4.679  4.352  0.22
H  -0.406  -4.990  2.716  0.42
H  -0.752  -3.405  5.684  0.34
C  -0.366  3.335  -2.466  -0.27
O  -1.292  3.348  -1.418  -0.32
C  -1.932  2.065  -1.206  0.18
C  -1.631  1.613  0.235  -0.60
N  -0.252  1.131  0.400  1.34
C  0.100  0.820  1.743  0.63
C  1.518  0.454  1.885  -0.96
O  1.994  -0.601  1.070  -0.40
C  3.403  -0.928  1.111  -0.39
H  -1.023  3.509  -3.318  0.32
H  0.137  2.381  -2.628  -0.46
H  0.323  4.166  -2.314  0.24
H  -1.783  1.231  -1.892  0.33
H  -2.990  2.289  -1.343  -0.58
H  -2.241  0.735  0.449  0.51
H  -1.821  2.476  0.873  -0.02
H  0.178  0.548  -0.304  -0.29
H  -0.410  -0.053  2.149  0.01
H  -0.139  1.533  2.532  -0.48
H  1.646  0.243  2.946  0.13
H  2.218  1.268  1.698  0.32
H  3.641  -0.953  2.174  -0.03
H  4.007  -0.151  0.644  0.43
H  3.567  -1.872  0.591  0.11
C  -3.453  1.535  3.689  -1.19
O  -2.445  0.911  4.505  0.32
C  -1.731  1.862  5.345  -0.25
C  -1.141  0.948  6.398  -0.77
N  -0.059  0.212  5.777  0.13
C  0.506  -0.753  6.697  -0.79
C  1.784  -1.393  6.066  -0.59
O  1.239  -2.260  4.988  0.06
C  2.225  -3.042  4.317  -0.48
H  -3.843  0.786  2.999  0.18
H  -3.094  2.298  2.998  0.40
H  -4.304  1.840  4.298  0.51
H  -2.435  2.598  5.734  0.62
H  -1.032  2.443  4.743  -0.19
H  -1.845  0.211  6.785  0.33
H  -0.741  1.524  7.233  0.42
H  -0.377  -0.235  4.928  -0.35
H  -0.240  -1.535  6.839  0.23
H  0.806  -0.314  7.649  0.61
H  2.311  -1.966  6.828  0.50
H  2.447  -0.603  5.712  0.18
H  3.119  -2.432  4.190  -0.25
H  1.900  -3.573  3.422  0.24
H  2.512  -3.779  5.067  0.44

Values from the calculation:
spin multiplicity	1
structure (SMILES)	CC1(C)CCCC(C)(C)N1O.CC1(C)CCCC(C)(C)N1O.CC1(C)CCCC(C)(C)N1O.CC1(C)CCCC(C)(C)N1O.CC1(C)CCCC(C)(C)N1O.CC1(C)CCCC(C)(C)N1O.CC1(C)CCCC(C)(C)N1O.COCCNCCOC.COCCNCCOC
frontier orbital gap	8.19	eV
E_HOMO	-7.793	eV
relative energy (zero: lowest compared OMol25 entry of this formula, charge and spin)	3.5172	eV
maximum force	3.9	eV/A

=====

Formula: C13H33F3KO14P3
Source: the Open Molecules 2025 dataset
Level of theory: wB97M-V/def2-TZVPD

Each line ends with the natural charge from an NBO analysis.
Positions of all 67 atoms, in Å:
K  0.117  -1.492  -0.604  0.99
C  1.191  -3.871  -4.990  0.32
O  2.430  -3.488  -4.323  -0.57
O  0.156  -3.602  -4.116  -0.94
C  1.139  -3.215  -6.482  0.91
F  1.505  -1.924  -6.349  -0.34
F  2.035  -3.804  -7.272  -0.34
F  -0.103  -3.312  -7.064  -0.34
C  3.584  -4.176  -4.742  -0.06
C  4.804  -3.888  -3.871  -0.61
H  5.691  -4.369  -4.283  0.20
H  4.956  -2.812  -3.956  0.20
H  4.681  -4.190  -2.831  0.20
H  3.895  -3.935  -5.758  0.16
H  3.536  -5.259  -4.637  0.15
H  1.225  -4.952  -5.126  0.09
C  5.111  -0.061  1.964  -0.24
O  5.001  -1.097  2.830  -0.79
P  3.610  -1.551  3.470  2.56
O  2.663  -2.203  2.506  -1.12
O  4.015  -2.513  4.721  -0.79
C  3.036  -3.184  5.456  -0.26
O  3.087  -0.157  4.091  -0.83
C  1.854  -0.041  4.837  -0.25
H  4.247  0.598  2.046  0.18
H  5.177  -0.430  0.941  0.19
H  5.999  0.507  2.242  0.19
H  2.158  -3.378  4.839  0.20
H  2.716  -2.743  6.399  0.18
H  3.451  -4.132  5.799  0.20
H  1.969  -0.642  5.739  0.18
H  0.995  -0.445  4.301  0.19
H  1.643  0.997  5.094  0.20
C  -6.394  -1.648  2.210  -0.27
O  -6.320  -0.280  2.157  -0.79
P  -4.866  0.392  2.334  2.55
O  -3.939  0.119  1.173  -1.08
O  -4.404  -0.150  3.799  -0.81
C  -5.172  0.129  4.924  -0.26
O  -5.259  1.963  2.599  -0.83
C  -4.360  3.115  2.470  -0.24
H  -5.565  -2.141  2.718  0.18
H  -6.497  -2.165  1.256  0.20
H  -7.141  -1.951  2.944  0.19
H  -5.332  -0.624  5.695  0.20
H  -6.215  0.344  4.692  0.19
H  -4.741  1.004  5.411  0.18
H  -4.701  3.817  1.709  0.20
H  -3.405  2.704  2.141  0.20
H  -4.215  3.659  3.404  0.19
C  -0.211  4.881  -4.552  -0.26
O  0.039  4.950  -3.080  -0.83
P  -0.429  3.816  -2.108  2.55
O  -0.204  2.365  -2.421  -1.10
O  -1.990  4.171  -1.987  -0.82
C  -2.969  3.478  -2.797  -0.25
O  0.195  4.225  -0.578  -0.79
C  1.532  4.415  -0.331  -0.24
H  0.451  5.600  -5.036  0.21
H  -1.265  4.995  -4.807  0.19
H  0.097  3.923  -4.970  0.21
H  -2.572  3.257  -3.787  0.19
H  -3.754  4.229  -2.884  0.19
H  -3.482  2.621  -2.358  0.20
H  1.647  5.477  -0.119  0.18
H  2.122  4.271  -1.236  0.18
H  1.747  3.803  0.545  0.19

Values from the calculation:
spin multiplicity	1
frontier orbital gap	4.96	eV
E_HOMO	-5.649	eV
relative energy (zero: lowest compared OMol25 entry of this formula, charge and spin)	5.7029	eV
maximum force	5.4	eV/A

=====

Formula: C6H9N
Source: the Open Molecules 2025 dataset
Level of theory: wB97M-V/def2-TZVPD

Each line ends with the natural charge from an NBO analysis.
Positions of all 16 atoms, in Å:
C  -2.509  -0.491  0.206  -0.66
C  -1.088  -0.045  0.006  0.24
C  -0.567  1.294  0.356  -0.29
C  0.722  1.305  -0.002  -0.15
C  1.035  -0.036  -0.609  -0.13
C  2.205  -0.780  0.031  -0.59
N  -0.199  -0.807  -0.522  -0.41
H  -2.535  -1.479  0.675  0.24
H  -3.078  0.214  0.821  0.21
H  -3.004  -0.573  -0.768  0.23
H  -1.141  2.092  0.816  0.22
H  1.433  2.118  0.105  0.22
H  2.310  -1.766  -0.432  0.22
H  3.138  -0.223  -0.104  0.21
H  2.030  -0.918  1.103  0.21
H  1.250  0.095  -1.681  0.23

Values from the calculation:
spin multiplicity	1
structure (SMILES)	CC1=N[C@H](C)C=C1
frontier orbital gap	10.38	eV
E_HOMO	-9.439	eV
relative energy (zero: lowest compared OMol25 entry of this formula, charge and spin)	0.6539	eV
maximum force	0.3	eV/A